# 1
Computed, not measured: an isolated ion of composition C2H3BrO2P and charge -1 at a distorted geometry, with wB97M-V/def2-TZVPD.

```
9
C2H3BrO2P (wB97M-V/def2-TZVPD)
C -1.450 0.027 -0.364
C -0.597 0.291 0.623
P 1.027 -0.430 0.181
O 1.026 -0.982 -1.474
O 1.670 -1.254 1.279
Br 2.344 1.517 -0.045
H -2.392 0.390 -0.543
H -0.926 -0.283 -1.217
H -0.700 0.724 1.560
```

Values from the calculation:
Net charge = -1
ΔE to the lowest compared entry with this formula, charge and spin = 1.406 eV
Structure (SMILES) = C=C[P@](=O)([O-])Br
Frontier orbital gap = 8.491 eV

# 2
Computed, not measured: one molecule with the formula C7H16BNO3, with wB97M-V/def2-TZVPD.

```
28
C7H16BNO3 (wB97M-V/def2-TZVPD)
C -1.249 -2.304 -1.807
C -1.286 -1.159 -0.802
N -0.238 -0.159 -1.030
C 0.886 -0.089 -0.105
C 1.421 -1.399 0.515
C 0.656 -1.518 1.849
O -0.101 -0.319 1.985
C 0.534 0.676 1.179
C -0.377 1.874 1.051
B -0.175 2.896 -0.134
O -1.089 3.911 -0.207
O 0.813 2.880 -1.102
H -1.944 -3.096 -1.527
H -1.538 -1.952 -2.800
H -0.248 -2.734 -1.884
H -1.221 -1.536 0.217
H -2.259 -0.663 -0.871
H 0.127 -0.270 -1.966
H 1.690 0.423 -0.635
H 1.306 -2.276 -0.120
H 2.481 -1.244 0.720
H 1.341 -1.641 2.694
H -0.055 -2.345 1.859
H 1.477 0.951 1.683
H -1.408 1.512 0.995
H -0.338 2.465 1.973
H -0.885 4.508 -0.932
H 1.678 2.607 -0.798
```

Values from the calculation:
Structure (SMILES) = CCN[C@@H]1CCO[C@@H]1CB(O)O
Frontier orbital gap = 9.069 eV

# 3
Computed, not measured: a 3-piece molecular cluster, C38H25F12O9P overall, with wB97M-V/def2-TZVPD.

```
85
C38H25F12O9P (wB97M-V/def2-TZVPD)
C 3.890 0.479 4.725
C 4.054 1.022 3.312
O 4.918 2.161 3.337
P 5.619 2.688 1.903
C 6.874 3.666 2.826
O 7.963 2.769 3.046
C 8.960 3.241 3.824
F 10.012 2.453 3.678
F 9.309 4.497 3.504
F 8.613 3.254 5.122
C 3.956 3.416 1.396
O 3.247 2.819 0.645
C 3.488 4.751 2.035
F 3.361 5.665 1.062
F 4.459 5.180 2.877
C 2.179 4.699 2.876
F 2.427 3.910 3.931
F 1.953 5.957 3.293
C 0.893 4.191 2.169
F 0.884 2.845 2.154
F 0.884 4.621 0.881
C -0.408 4.646 2.885
O -0.468 4.739 4.067
O -1.445 4.832 2.064
C 6.317 3.249 0.176
F 7.665 3.221 0.146
F 5.952 4.516 -0.154
F 5.886 2.450 -0.812
H 3.947 1.305 5.439
H 4.679 -0.236 4.972
H 2.924 -0.016 4.840
H 3.080 1.296 2.889
H 4.488 0.256 2.652
H 5.964 1.377 1.525
H 7.186 4.537 2.246
H 6.429 3.988 3.769
H -1.175 4.777 1.132
O -2.464 2.671 -0.521
C -3.470 1.992 -0.549
C -4.413 1.961 0.605
C -4.123 2.740 1.715
C -4.984 2.754 2.799
C -6.142 1.983 2.774
C -6.432 1.195 1.672
C -5.569 1.180 0.583
C -5.888 0.318 -0.589
O -6.860 -0.409 -0.594
C -4.961 0.370 -1.757
C -5.255 -0.397 -2.877
C -4.407 -0.378 -3.972
C -3.263 0.413 -3.956
C -2.967 1.184 -2.844
C -3.813 1.165 -1.741
H -3.221 3.334 1.721
H -4.754 3.364 3.662
H -6.817 1.995 3.620
H -7.324 0.584 1.642
H -6.149 -1.006 -2.877
H -4.632 -0.986 -4.839
H -2.600 0.423 -4.811
H -2.080 1.801 -2.813
O -2.813 -8.515 -2.541
C -2.417 -7.444 -2.947
C -3.178 -6.189 -2.685
C -4.351 -6.254 -1.942
C -5.067 -5.099 -1.676
C -4.611 -3.873 -2.148
C -3.445 -3.802 -2.890
C -2.726 -4.958 -3.166
C -1.484 -4.856 -3.984
O -1.117 -3.793 -4.439
C -0.709 -6.107 -4.223
C 0.471 -6.038 -4.953
C 1.213 -7.185 -5.178
C 0.779 -8.407 -4.675
C -0.399 -8.483 -3.951
C -1.147 -7.334 -3.722
H -4.688 -7.216 -1.581
H -5.980 -5.151 -1.099
H -5.165 -2.969 -1.930
H -3.079 -2.854 -3.262
H 0.795 -5.080 -5.336
H 2.132 -7.130 -5.747
H 1.362 -9.302 -4.850
H -0.752 -9.425 -3.556
```

Values from the calculation:
Structure (SMILES) = CCO[PH](COC(F)(F)F)(C(=O)C(F)(F)C(F)(F)C(F)(F)C(=O)O)C(F)(F)F.O=C1c2ccccc2C(=O)c2ccccc21.O=C1c2ccccc2C(=O)c2ccccc21
Frontier orbital gap = 8.665 eV

# 4
Computed, not measured: C26H53ClO2P2RuSi2 as an isolated structure at a distorted geometry, with wB97M-V/def2-TZVPD.

```
87
C26H53ClO2P2RuSi2 (wB97M-V/def2-TZVPD)
Ru 0.026 -0.188 0.256
C -1.321 0.078 2.056
C -1.923 1.219 1.433
C -2.563 0.747 0.250
Si -1.426 2.932 2.039
C -2.311 -0.645 0.099
C -1.578 -1.119 1.273
Si -1.152 -2.821 1.897
H -0.943 0.064 3.071
H -3.165 1.355 -0.421
H -2.705 -1.290 -0.678
Cl 1.883 0.454 -4.344
C -0.783 -2.760 3.727
C -2.542 -4.016 1.546
C -1.214 2.980 3.890
C -2.673 4.200 1.488
H -3.501 -3.535 1.780
H -2.414 -4.876 2.219
H -2.574 -4.384 0.515
H -0.098 -1.943 3.988
H -0.328 -3.713 4.027
H -1.722 -2.624 4.280
H -3.684 3.782 1.590
H -2.548 4.562 0.461
H -2.590 5.060 2.168
H -2.160 2.719 4.383
H -0.924 3.993 4.201
H -0.439 2.276 4.221
C 0.428 -3.341 1.001
C 0.294 3.157 1.245
P 0.558 -2.361 -0.533
H 0.412 -4.422 0.802
H 1.309 -3.112 1.621
P 0.480 2.218 -0.311
H 1.059 2.795 1.952
H 0.476 4.229 1.074
C 2.166 2.730 -0.958
C -0.810 3.137 -1.373
C -0.825 -3.171 -1.555
C 2.138 -2.958 -1.355
C 3.303 -1.976 -1.204
H 1.881 -3.039 -2.425
C 2.595 -4.329 -0.849
H 2.827 -4.288 0.221
H 3.513 -4.597 -1.385
H 1.867 -5.126 -1.025
H 3.227 -1.125 -1.888
H 4.242 -2.498 -1.432
H 3.359 -1.610 -0.171
H -1.682 -3.180 -0.864
C -0.520 -4.618 -1.951
C -1.213 -2.349 -2.784
H -0.387 -5.283 -1.089
H 0.367 -4.680 -2.594
H -1.371 -5.003 -2.531
H -1.553 -1.338 -2.526
H -2.043 -2.859 -3.296
H -0.384 -2.276 -3.500
H -1.692 3.140 -0.717
C -1.190 2.407 -2.658
C -0.447 4.591 -1.693
H -0.249 5.200 -0.802
H -1.296 5.056 -2.215
H 0.416 4.646 -2.369
H -1.614 1.414 -2.459
H -0.333 2.314 -3.339
H -1.964 2.989 -3.182
C 3.273 1.769 -0.496
C 2.590 4.160 -0.609
H 2.051 2.646 -2.053
H 2.693 4.279 0.477
H 1.914 4.933 -0.984
H 3.575 4.344 -1.060
H 2.903 0.810 -0.104
H 3.865 2.232 0.311
H 3.964 1.560 -1.331
C 1.178 0.026 -2.692
H 1.815 0.489 -1.933
H 0.147 0.383 -2.675
H 1.215 -1.066 -2.643
C 2.284 0.398 3.801
O 1.240 0.470 2.805
C 1.464 -0.307 1.682
O 2.485 -0.993 1.606
H 1.945 1.063 4.599
H 3.238 0.753 3.391
H 2.386 -0.628 4.177
```

Values from the calculation:
2S+1 = 5
ΔE to the lowest compared entry with this formula, charge and spin = 0.316 eV
Frontier orbital gap (spin up / spin down) = 5.392 / 7.402 eV
<S²> = 6.028

# 5
Computed, not measured: a 10-piece molecular cluster, C30H60O9S7 overall at a distorted geometry, with wB97M-V/def2-TZVPD.

```
106
C30H60O9S7 (wB97M-V/def2-TZVPD)
C -3.166 -0.372 6.052
S -1.836 -0.670 4.900
O -2.524 -0.966 3.624
C -1.178 0.987 4.883
H -2.982 0.466 6.720
H -3.372 -1.291 6.597
H -4.042 -0.159 5.437
H -0.397 1.097 4.145
H -0.874 1.237 5.902
H -1.975 1.713 4.685
C -4.044 -1.191 -1.384
S -4.220 0.019 -0.090
O -3.909 1.346 -0.666
C -6.018 -0.008 0.030
H -4.544 -2.112 -1.061
H -3.007 -1.384 -1.629
H -4.657 -0.888 -2.242
H -6.342 0.428 -0.915
H -6.279 0.649 0.857
H -6.413 -0.994 0.259
C 0.737 -5.055 -2.767
S -1.020 -4.846 -3.084
O -1.524 -4.046 -1.931
C -0.836 -3.743 -4.503
H 1.120 -4.184 -2.240
H 1.273 -5.177 -3.710
H 0.893 -5.976 -2.206
H -1.281 -2.790 -4.214
H -1.494 -4.123 -5.288
H 0.171 -3.661 -4.891
C -2.037 -6.292 0.513
S -1.666 -5.641 2.141
O -0.659 -6.515 2.759
C -0.820 -4.194 1.540
H -2.461 -7.290 0.560
H -1.085 -6.314 -0.022
H -2.696 -5.602 -0.013
H -0.003 -4.462 0.873
H -0.458 -3.678 2.428
H -1.545 -3.554 1.043
C 2.406 -1.723 -6.731
S 2.424 -1.514 -4.971
O 3.219 -2.635 -4.432
C 3.416 -0.047 -4.863
H 1.824 -0.927 -7.207
H 1.832 -2.621 -6.956
H 3.423 -1.756 -7.116
H 3.035 0.789 -5.453
H 4.392 -0.260 -5.315
H 3.516 0.222 -3.816
C -3.179 4.217 2.412
S -2.854 4.107 0.636
O -2.135 5.342 0.230
C -1.582 2.861 0.846
H -3.660 3.295 2.748
H -3.826 5.068 2.617
H -2.237 4.319 2.950
H -0.873 3.121 1.627
H -1.081 2.652 -0.096
H -2.071 1.937 1.177
C 2.894 5.750 4.768
S 2.297 4.209 4.067
O 0.819 4.336 4.149
C 2.750 4.530 2.379
H 3.972 5.730 4.914
H 2.337 5.845 5.695
H 2.606 6.567 4.105
H 3.804 4.769 2.265
H 2.054 5.308 2.053
H 2.553 3.641 1.777
C 0.294 -0.235 1.167
C -0.518 -0.943 0.285
C -0.032 -1.279 -0.983
C 1.246 -0.908 -1.364
C 2.050 -0.183 -0.492
C 1.536 0.216 0.735
H -0.131 0.072 2.115
H -1.531 -1.218 0.556
H -0.634 -1.951 -1.586
H 1.697 -1.291 -2.271
H 3.042 0.074 -0.840
H 2.166 0.836 1.366
C 5.380 -0.222 1.126
C 4.546 -0.633 2.154
C 4.363 0.204 3.227
C 4.951 1.479 3.255
C 5.821 1.851 2.240
C 5.910 1.065 1.099
H 5.454 -0.834 0.231
H 4.064 -1.600 2.099
H 3.821 -0.140 4.102
H 4.701 2.084 4.118
H 6.332 2.808 2.293
H 6.334 1.470 0.189
O -0.865 2.368 -6.024
C -1.225 2.167 -4.907
O -1.737 3.135 -4.116
C -1.782 2.716 -2.700
C -1.082 1.356 -2.695
C -1.202 0.842 -4.137
H -2.815 2.685 -2.372
H -1.170 3.446 -2.183
H -1.398 0.562 -2.021
H -0.042 1.474 -2.363
H -2.121 0.283 -4.299
H -0.328 0.347 -4.557
```

Values from the calculation:
Frontier orbital gap = 8.669 eV

# 6
Computed, not measured: a 8-piece molecular cluster, C24H35IN8O17 overall at a distorted geometry, with wB97M-V/def2-TZVPD.

```
85
C24H35IN8O17 (wB97M-V/def2-TZVPD)
N 3.214 1.630 1.070
C 1.960 2.381 1.130
C 1.318 2.497 2.540
O 1.694 1.444 3.407
C -0.240 2.496 2.458
C -0.746 1.080 2.558
C -1.233 0.551 3.747
C -1.670 -0.767 3.842
C -1.625 -1.566 2.708
C -1.168 -1.032 1.502
C -0.736 0.277 1.418
C -1.164 -1.943 0.327
O -1.493 -1.582 -0.777
C -0.765 -3.346 0.653
C 0.039 -4.085 -0.197
C 0.398 -5.379 0.170
I 1.621 -6.523 -1.091
C -0.055 -5.927 1.364
C -0.863 -5.182 2.214
C -1.215 -3.889 1.863
C -2.043 -2.997 2.740
O -2.974 -3.404 3.391
H 3.813 1.817 1.860
H 3.064 0.641 0.943
H 1.270 1.888 0.453
H 2.168 3.371 0.723
H 1.607 3.471 2.935
H 2.627 1.504 3.621
H -0.504 2.911 1.494
H -0.644 3.075 3.284
H -1.277 1.157 4.643
H -2.035 -1.183 4.770
H -0.402 0.665 0.467
H 0.424 -3.692 -1.127
H 0.230 -6.931 1.641
H -1.219 -5.583 3.153
C -2.903 4.202 -1.529
N -1.978 3.699 -0.479
O -2.356 3.709 0.676
O -0.894 3.299 -0.851
H -3.822 4.518 -1.051
H -2.409 5.032 -2.025
H -3.078 3.386 -2.225
C 4.852 0.841 -2.007
N 4.901 -0.610 -1.677
O 4.594 -0.946 -0.551
O 5.247 -1.367 -2.558
H 4.524 1.385 -1.125
H 5.851 1.139 -2.308
H 4.150 0.964 -2.827
C 0.578 4.441 6.669
N 0.872 4.839 5.266
O 0.053 5.506 4.677
O 1.927 4.456 4.798
H -0.387 4.848 6.944
H 0.575 3.355 6.702
H 1.370 4.843 7.293
C 4.457 5.340 2.629
N 4.775 5.323 1.174
O 4.602 6.346 0.547
O 5.181 4.277 0.713
H 4.107 6.330 2.892
H 3.688 4.594 2.806
H 5.370 5.088 3.162
C -2.949 -1.237 -3.557
N -3.599 0.078 -3.805
O -2.890 1.058 -3.915
O -4.811 0.087 -3.879
H -1.877 -1.092 -3.512
H -3.327 -1.609 -2.610
H -3.215 -1.899 -4.374
C -4.058 -5.179 -3.155
N -3.658 -5.101 -4.587
O -3.625 -4.007 -5.109
O -3.385 -6.145 -5.141
H -4.268 -4.176 -2.803
H -4.940 -5.810 -3.099
H -3.229 -5.624 -2.612
C -0.962 -4.288 -7.329
N -0.528 -2.997 -6.728
O -0.751 -2.819 -5.548
O 0.023 -2.206 -7.461
H -1.438 -4.884 -6.560
H -1.659 -4.058 -8.129
H -0.075 -4.778 -7.718
```

Values from the calculation:
Structure (SMILES) = NC[C@H](O)Cc1ccc2c(c1)C(=O)c1cc(I)ccc1C2=O.C[N+](=O)[O-].C[N+](=O)[O-].C[N+](=O)[O-].C[N+](=O)[O-].C[N+](=O)[O-].C[N+](=O)[O-].C[N+](=O)[O-]
Frontier orbital gap = 8.369 eV

# 7
Computed, not measured: one molecule with the formula C4H9NO, with wB97M-V/def2-TZVPD.

```
15
C4H9NO (wB97M-V/def2-TZVPD)
C 0.431 1.895 0.411
C 1.160 0.864 -0.453
N 0.647 -0.482 -0.231
C -0.673 -0.745 -0.447
C -1.225 -1.993 0.209
O -1.388 0.024 -1.072
H 0.729 2.913 0.140
H 0.638 1.733 1.475
H -0.649 1.816 0.255
H 1.058 1.116 -1.514
H 2.232 0.842 -0.225
H 1.200 -1.139 0.297
H -0.474 -2.767 0.397
H -2.028 -2.388 -0.415
H -1.658 -1.692 1.170
```

Values from the calculation:
ΔE to the lowest compared entry with this formula, charge and spin = 0.256 eV
Structure (SMILES) = CCNC(C)=O
Frontier orbital gap = 10.541 eV

# 8
Computed, not measured: C17H18BN7O2S2W as an isolated structure at a distorted geometry, with wB97M-V/def2-TZVPD.

```
48
C17H18BN7O2S2W (wB97M-V/def2-TZVPD)
H -0.322 2.243 0.525
N 0.088 0.964 -1.135
B 0.743 0.090 -3.462
N 0.591 1.226 -2.428
C 0.916 2.521 -2.510
W -0.473 -0.897 -0.694
H 1.395 2.893 -3.408
C 0.559 3.157 -1.322
H 0.646 4.204 -1.095
C 0.036 2.172 -0.484
H 1.099 0.499 -4.533
C -1.880 -0.074 0.503
H -1.804 0.934 0.901
H -2.045 -0.784 1.319
H -2.742 -0.125 -0.179
N -0.631 -0.659 -3.544
N 1.789 -0.887 -2.856
N -1.190 -1.384 -2.445
N 1.417 -1.724 -1.802
C -1.587 -0.483 -4.459
C 3.124 -0.843 -2.895
H -1.354 0.113 -5.333
H 3.629 -0.257 -3.649
C -2.750 -1.130 -4.043
C 3.646 -1.725 -1.940
C -2.488 -1.706 -2.808
C 2.588 -2.305 -1.291
H -3.671 -1.153 -4.597
H 4.700 -1.907 -1.783
H -3.092 -2.324 -2.165
H 2.513 -3.056 -0.526
H 0.747 -2.447 -2.093
O -0.328 2.950 2.524
S 0.720 2.100 3.064
O 1.879 2.726 3.643
N 1.103 0.913 1.958
C 0.670 -0.279 2.321
S 0.743 -1.609 1.183
C 0.021 -0.339 3.634
C -0.688 -1.363 4.278
C -1.340 -1.085 5.483
C -1.303 0.205 6.042
C -0.654 1.247 5.369
C -0.012 0.947 4.177
H -0.709 -2.349 3.813
H -1.876 -1.882 6.001
H -1.789 0.400 6.998
H -0.634 2.268 5.743
```

Values from the calculation:
2S+1 = 3
Net charge = +2
Frontier orbital gap (spin up / spin down) = 6.795 / 6.934 eV
<S²> = 2.011

# 9
Computed, not measured: a 2-piece molecular cluster, C16H17ClNS2 overall at a distorted geometry, with wB97M-V/def2-TZVPD.

```
37
C16H17ClNS2 (wB97M-V/def2-TZVPD)
Cl -3.482 3.697 -4.322
C -2.330 2.687 -3.556
C -1.265 2.149 -4.301
C -0.318 1.343 -3.674
C -0.436 1.040 -2.292
N 0.464 0.224 -1.687
C -1.507 1.601 -1.558
C -2.456 2.411 -2.182
H -1.185 2.368 -5.364
H 0.528 0.933 -4.232
H 0.396 0.002 -0.700
H 1.235 -0.166 -2.208
H -1.562 1.385 -0.485
H -3.281 2.828 -1.610
C 4.039 -2.923 0.925
C 4.086 -1.576 1.312
C 2.909 -0.862 1.529
C 1.659 -1.482 1.310
C 0.427 -0.697 1.340
S -1.028 -1.498 0.911
C -2.385 -0.562 1.673
C -2.002 0.292 2.866
C -1.080 1.429 2.478
S 0.525 0.964 1.754
C 1.616 -2.855 0.980
C 2.800 -3.561 0.776
H 4.963 -3.481 0.768
H 5.046 -1.078 1.452
H 2.949 0.181 1.856
H -2.842 0.029 0.868
H -3.077 -1.358 1.984
H -2.926 0.737 3.260
H -1.542 -0.326 3.643
H -1.540 2.089 1.731
H -0.803 2.014 3.367
H 0.651 -3.362 0.881
H 2.750 -4.616 0.507
```

Values from the calculation:
Net charge = +1
Frontier orbital gap = 4.445 eV